(1)
Entry from the OMol25 dataset: an isolated molecule of C5H7FN2 at a distorted geometry (wB97M-V/def2-TZVPD).

Charge: 0
Highest occupied orbital energy in Eh: -0.350
Largest force on an atom in eV Å⁻¹: 5.04
HOMO-LUMO gap in Ha: 0.3768

The geometry in XYZ format:
```
15
Properties=species:S:1:pos:R:3:lowdin_charge:R:1
C -0.597 -1.622 0.911 -0.14
C -0.363 -0.242 0.390 -0.29
C 0.880 0.255 1.080 -0.14
C 0.165 1.608 -1.408 -0.02
C 0.019 0.074 -1.096 -0.22
H -0.221 -2.524 0.194 0.18
H -0.383 -1.554 2.088 0.16
H -1.369 0.266 0.702 0.18
H 1.076 0.488 2.136 0.12
H -0.139 2.015 -2.361 0.08
H -0.036 2.167 -0.364 0.14
H -0.200 -0.522 -1.938 0.11
N 1.735 0.864 0.283 0.03
N 1.429 0.618 -1.165 -0.03
F -1.996 -1.892 0.548 -0.15
```

(2)
Entry from the OMol25 dataset: a structure of composition C14H34N2O3Si2 at a distorted geometry (wB97M-V/def2-TZVPD).

Charge: 0
Highest occupied orbital energy in Eh: -0.193
Largest force on an atom in eV Å⁻¹: 1.97
HOMO-LUMO gap in Ha: 0.1418

The geometry in XYZ format:
```
55
Properties=species:S:1:pos:R:3:lowdin_charge:R:1
C 4.135 -0.680 1.625 0.18
C 4.308 -1.802 1.247 -0.09
C 4.487 -3.242 1.040 -0.10
N 3.480 -3.996 1.841 -0.09
O 3.915 -5.285 2.138 0.07
C 2.056 -3.987 1.284 -0.13
O 1.963 -3.459 0.033 -0.08
C 1.177 -2.260 -0.029 -0.13
C -0.309 -2.465 0.294 -0.21
O -0.843 -3.693 -0.149 -0.14
C -1.770 -4.230 0.803 -0.26
C -2.915 -3.274 1.153 -0.07
H 3.889 0.223 2.139 0.06
H 5.468 -3.512 1.444 0.15
H 4.498 -3.511 -0.018 0.15
H 3.448 -3.529 2.751 0.20
H 4.218 -5.708 1.318 0.15
H 1.749 -5.039 1.232 0.16
H 1.393 -3.525 2.026 0.15
H 1.558 -1.445 0.597 0.12
H 1.250 -1.907 -1.061 0.14
H -0.428 -2.319 1.381 0.12
H -0.857 -1.651 -0.201 0.14
H -1.164 -4.493 1.690 0.11
H -2.139 -5.174 0.395 0.12
H -3.258 -2.729 0.269 0.09
H -2.526 -2.506 1.831 0.07
H -3.743 -3.771 1.661 0.08
C -3.520 1.308 0.122 -0.22
Si -2.579 2.726 -0.709 0.20
C -3.125 4.326 0.136 -0.20
C -3.155 2.786 -2.508 -0.21
N -0.919 2.407 -0.553 -0.26
Si 0.277 3.428 -1.160 0.19
C 0.263 5.139 -0.356 -0.20
C 0.196 3.650 -3.036 -0.21
C 1.985 2.670 -0.800 -0.22
H -4.603 1.457 0.035 0.01
H -3.262 0.361 -0.360 0.00
H -3.269 1.245 1.183 0.01
H -4.219 4.373 0.201 0.01
H -2.797 5.207 -0.418 0.00
H -2.727 4.382 1.151 0.02
H -2.770 1.930 -3.065 0.02
H -2.829 3.701 -3.006 0.00
H -4.250 2.760 -2.564 0.01
H -0.585 5.737 -0.696 0.00
H 1.174 5.695 -0.612 0.01
H 0.216 5.054 0.731 0.02
H 0.105 2.683 -3.535 0.02
H 1.106 4.136 -3.408 0.01
H -0.647 4.276 -3.332 0.00
H 2.088 1.692 -1.280 0.00
H 2.140 2.548 0.276 0.00
H 2.775 3.325 -1.187 0.01
```

(3)
Entry from the OMol25 dataset: a cluster of 9 separate species, C4H28NO9 in total at a distorted geometry (wB97M-V/def2-TZVPD).

2S+1: 2
⟨S²⟩: 0.75
Charge: 0
Highest occupied orbital energy (alpha / beta) in Eh: -0.071 / -0.383
Largest force on an atom in eV Å⁻¹: 5.16
HOMO-LUMO gap (alpha / beta) in Ha: 0.0794 / 0.3893

The geometry in XYZ format:
```
42
Properties=species:S:1:pos:R:3:lowdin_spin:R:1
O -2.267 -3.210 0.597 0.02
C -0.944 -2.848 0.695 0.04
C -0.756 -1.271 0.428 0.04
N -1.259 -0.861 -0.908 0.01
C -0.338 -0.997 -2.092 0.02
C 0.333 0.418 -2.489 0.04
H -2.632 -3.200 1.475 0.01
H -0.607 -3.040 1.787 0.02
H -0.292 -3.398 0.038 0.00
H -1.223 -0.630 1.180 0.02
H 0.279 -0.894 0.637 0.02
H -1.568 0.183 -0.785 0.00
H -2.244 -1.166 -1.003 0.00
H 0.503 -1.757 -1.828 0.00
H -0.843 -1.347 -3.015 0.00
H -0.381 1.240 -2.423 0.01
H 1.109 0.659 -1.721 0.01
H 0.763 0.196 -3.444 0.00
H 2.108 4.443 0.646 0.02
H 2.375 4.025 -0.839 0.03
O 1.735 3.996 -0.064 0.06
H 1.732 2.084 3.739 0.03
H 2.511 1.038 3.064 0.05
O 1.951 1.830 2.815 0.11
H 3.151 -3.073 -0.289 0.01
H 2.266 -1.997 -0.809 0.01
O 2.207 -2.836 -0.376 0.04
H 4.581 0.969 -1.326 0.02
H 4.411 0.254 0.082 0.03
O 4.044 0.414 -0.753 0.07
H 0.738 2.541 0.158 0.01
H -0.199 2.332 1.183 0.02
O 0.132 1.812 0.376 0.05
H -2.321 2.136 -1.852 0.01
H -1.179 1.872 -0.596 0.01
O -2.132 1.648 -0.995 0.03
H -4.109 -2.837 -0.664 0.00
H -4.660 -1.622 -1.299 0.00
O -3.843 -2.166 -1.273 0.01
H -0.827 0.932 4.017 0.03
H -1.236 2.409 4.257 0.02
O -1.065 1.719 3.670 0.06
```

The lowest largest force on an atom belongs to which entry? C14H34N2O3Si2

Which value of largest force on an atom does entry 2 give? 1.97 eV Å⁻¹

Copy entry 1 word for word.
Entry from the OMol25 dataset: an isolated molecule of C5H7FN2 at a distorted geometry (wB97M-V/def2-TZVPD).

Charge: 0
Highest occupied orbital energy in Eh: -0.350
Largest force on an atom in eV Å⁻¹: 5.04
HOMO-LUMO gap in Ha: 0.3768

The geometry in XYZ format:
```
15
Properties=species:S:1:pos:R:3:lowdin_charge:R:1
C -0.597 -1.622 0.911 -0.14
C -0.363 -0.242 0.390 -0.29
C 0.880 0.255 1.080 -0.14
C 0.165 1.608 -1.408 -0.02
C 0.019 0.074 -1.096 -0.22
H -0.221 -2.524 0.194 0.18
H -0.383 -1.554 2.088 0.16
H -1.369 0.266 0.702 0.18
H 1.076 0.488 2.136 0.12
H -0.139 2.015 -2.361 0.08
H -0.036 2.167 -0.364 0.14
H -0.200 -0.522 -1.938 0.11
N 1.735 0.864 0.283 0.03
N 1.429 0.618 -1.165 -0.03
F -1.996 -1.892 0.548 -0.15
```